Here is a cluster of 14 separate species, C30H60BBr26O3 in total at a distorted geometry from the Open Molecules 2025 dataset. Energies are from ωB97M-V/def2-TZVPD.

As for the HOMO energy: -2.2 eV. The calculation puts the strongest force on any atom at 4.4 eV Å⁻¹. Its gap between HOMO and LUMO is 0.1180 hartree. Its total charge is -1.

CARTESIAN COORDINATES (ANGSTROEM)
C: -1.94873 6.59769 0.87419
O: -2.00714 5.48696 0.00355
B: -1.97798 4.23785 0.64631
O: -1.10475 3.32656 0.02444
C: -2.72510 3.84679 1.90556
C: -4.28244 3.77978 1.82517
C: -4.89286 4.66016 0.81450
O: -5.71458 5.44128 1.12615
H: -2.20836 7.46898 0.29117
H: -0.95046 6.68013 1.27764
H: -2.66946 6.52152 1.66807
H: -1.02938 2.56936 0.60538
H: -2.39630 2.82995 2.12384
H: -4.60658 2.76063 1.62092
H: -4.69595 4.09395 2.76936
H: -4.63474 4.61351 -0.24925
Br: -8.28510 4.44926 -2.40481
C: -9.61147 5.09742 -1.13691
C: -9.11030 5.01428 0.27955
Br: -9.16849 3.18777 0.95420
H: -10.51514 4.52183 -1.30580
H: -9.78644 6.13502 -1.41559
H: -9.75995 5.58332 0.93971
H: -8.08782 5.35906 0.39626
Br: -7.70994 8.13118 -0.05414
C: -6.74099 7.70943 -1.68488
C: -6.80964 8.83159 -2.68083
Br: -8.54905 8.89652 -3.56380
H: -7.16061 6.78612 -2.06742
H: -5.71374 7.53876 -1.36872
H: -6.09001 8.67338 -3.48089
H: -6.64635 9.80599 -2.23483
Br: -0.62096 -0.05036 1.65558
C: 0.22109 -1.01053 0.18887
C: 1.69319 -0.67775 0.09176
Br: 1.97692 1.07483 -0.69499
H: -0.33847 -0.76980 -0.71119
H: 0.08528 -2.06409 0.42311
H: 2.20400 -1.37495 -0.56942
H: 2.19122 -0.66922 1.05505
Br: -0.51201 2.81586 -5.75975
C: -1.75043 3.90028 -4.70925
C: -1.97483 3.32754 -3.33868
Br: -3.15646 1.78175 -3.39288
H: -2.66277 3.98143 -5.29006
H: -1.28024 4.87739 -4.63561
H: -2.47718 4.04669 -2.69687
H: -1.06726 3.00371 -2.85791
Br: -6.16404 4.18522 -5.54690
C: -7.74330 5.29146 -5.82273
C: -7.82139 5.80517 -7.23361
Br: -6.57122 7.26695 -7.53688
H: -7.70440 6.08526 -5.08456
H: -8.58719 4.64168 -5.60504
H: -8.80516 6.22472 -7.42945
H: -7.59885 5.04359 -7.97250
Br: 2.64816 -4.16115 2.58224
C: 1.92682 -5.58271 1.46313
C: 2.42306 -5.46565 0.05026
Br: 1.51323 -4.04537 -0.91971
H: 0.84647 -5.52948 1.53934
H: 2.27685 -6.50897 1.91284
H: 2.20685 -6.37440 -0.50688
H: 3.48545 -5.25502 -0.00551
Br: 4.56163 -4.56477 -3.76525
C: 5.87444 -4.08730 -2.40971
C: 5.30194 -3.08728 -1.44847
Br: 5.22422 -1.30017 -2.21365
H: 6.75695 -3.72500 -2.92628
H: 6.10393 -5.01833 -1.88820
H: 5.93822 -2.99737 -0.57650
H: 4.29173 -3.33459 -1.13510
Br: 5.99817 -6.15778 0.31220
C: 7.27347 -5.67690 1.71797
C: 6.68978 -4.70055 2.70569
Br: 6.61743 -2.88565 2.01321
H: 8.16136 -5.30373 1.22006
H: 7.50607 -6.61444 2.21388
H: 7.32621 -4.63707 3.58657
H: 5.67834 -4.95761 3.00574
Br: 10.40414 -1.15332 3.41089
C: 8.71880 -0.66828 4.25835
C: 8.80303 -0.76040 5.75537
Br: 8.71943 -2.61370 6.35665
H: 7.95958 -1.32037 3.84365
H: 8.53225 0.35578 3.94476
H: 7.94550 -0.27593 6.21538
H: 9.71569 -0.33390 6.15582
Br: -8.59380 0.41012 -3.25009
C: -6.82951 0.66520 -4.02133
C: -6.24088 -0.58639 -4.60336
Br: -5.58178 -1.76813 -3.20948
H: -6.21292 1.08382 -3.23214
H: -6.97214 1.41093 -4.79952
H: -5.36735 -0.33312 -5.20020
H: -6.93499 -1.16190 -5.20554
Br: 11.08273 -5.93156 4.85097
C: 12.07897 -4.27701 4.61918
C: 13.56256 -4.52130 4.59579
Br: 14.26475 -4.85846 6.37985
H: 11.76960 -3.61095 5.41692
H: 11.74418 -3.87507 3.66768
H: 14.08588 -3.63538 4.24463
H: 13.83996 -5.37176 3.98342
Br: 4.64760 -9.91354 1.08429
C: 5.19943 -9.92230 2.95056
C: 6.14381 -8.79161 3.25259
Br: 7.93414 -9.15399 2.57355
H: 5.63078 -10.89688 3.14789
H: 4.28070 -9.81185 3.52120
H: 6.26433 -8.67171 4.32681
H: 5.82256 -7.85068 2.81747
Br: -5.03688 -0.20038 0.66642
C: -4.59244 -2.08754 0.78926
C: -4.66366 -2.55327 2.21865
Br: -3.11178 -1.99576 3.24873
H: -3.61701 -2.22912 0.33495
H: -5.34631 -2.59518 0.19014
H: -4.66365 -3.63969 2.27840
H: -5.53929 -2.16623 2.72736

=====

Here is a cluster of 3 separate species, C30H60Cl2F3N5O8P in total from the Open Molecules 2025 dataset. Energies are from ωB97M-V/def2-TZVPD.

As for the HOMO energy: -10.5 eV. The calculation puts the strongest force on any atom at 0.9 eV Å⁻¹. Its gap between HOMO and LUMO is 0.2936 hartree. Its total charge is +1.

CARTESIAN COORDINATES (ANGSTROEM)
C: 0.87704 0.80297 -0.65553
C: 0.57752 0.47067 -2.07581
O: 0.45877 1.30456 -2.91993
N: 0.52681 -0.96765 -2.40880
C: 1.71362 -1.46295 -3.07094
C: 2.68820 -0.49633 -3.65809
O: 1.88175 -2.65924 -3.08463
C: -0.72217 -1.38735 -3.01497
Cl: -0.61772 -1.14188 -4.83217
O: -1.69989 -0.55754 -2.49823
C: -3.00909 -1.03875 -2.34557
Cl: -3.74227 -1.28114 -3.97700
C: -3.83374 0.08192 -1.69561
C: -3.14443 0.80889 -0.53802
C: -3.85299 2.08416 -0.18544
F: -4.55060 2.09408 0.96664
C: -3.82352 3.18532 -0.92267
F: -4.40895 4.30819 -0.59163
F: -3.15089 3.28117 -2.04644
C: -3.07902 -2.30550 -1.45594
C: -4.30679 -3.19377 -1.74145
C: -5.13462 -3.58488 -0.50611
C: -4.44222 -4.46759 0.54831
C: -4.29532 -3.71261 1.87743
C: -5.25609 -5.74588 0.79143
N: -1.76720 -3.09771 -1.48131
P: -0.55815 -2.97690 -0.05634
N: -1.17528 -1.57810 0.63758
O: -1.25497 -4.12743 0.86383
C: -0.94569 -2.89597 -2.74756
C: -1.46977 -3.79354 -3.86242
H: 1.85106 1.29515 -0.65127
H: 0.15432 1.55124 -0.32564
H: 0.90076 -0.05928 -0.00037
H: 3.29955 -0.03806 -2.87811
H: 2.16655 0.26739 -4.22735
H: 3.32305 -1.07264 -4.32940
H: -4.75652 -0.37389 -1.32448
H: -4.13207 0.78124 -2.47452
H: -2.11084 1.05305 -0.76968
H: -3.18551 0.20622 0.36919
H: -3.19366 -1.93943 -0.43790
H: -4.00902 -4.10980 -2.26142
H: -4.98688 -2.67954 -2.41309
H: -5.56537 -2.68715 -0.05433
H: -5.98484 -4.14393 -0.90699
H: -3.46647 -4.79518 0.18360
H: -5.25931 -3.71135 2.38609
H: -3.52090 -4.12902 2.51717
H: -4.05070 -2.65838 1.69883
H: -6.26724 -5.47843 1.10345
H: -4.81137 -6.30142 1.62000
H: -5.28925 -6.38963 -0.08631
H: -2.00913 -4.08921 -1.51276
H: -0.47278 -1.27400 1.31009
H: -2.02580 -1.75390 1.17348
H: -0.53559 -4.65889 1.23705
H: 0.04546 -3.27254 -2.49542
H: -1.76473 -4.75457 -3.42823
H: -2.33239 -3.39590 -4.38655
H: -0.68014 -3.99644 -4.57970
C: -2.48250 5.05251 1.86195
O: -2.52678 5.37570 3.23472
C: -3.38295 4.53868 4.00256
C: -2.58770 3.62281 4.90701
N: -1.87387 2.61074 4.13483
C: -0.90449 1.82682 4.89451
C: 0.28511 2.54776 5.51635
O: 1.20754 3.05929 4.57436
C: 0.90299 4.33834 4.04886
H: -1.94446 5.85004 1.35184
H: -1.94644 4.10947 1.68683
H: -3.48379 4.97877 1.43995
H: -4.04176 3.95612 3.35116
H: -4.00691 5.18982 4.61958
H: -3.27381 3.12132 5.59566
H: -1.91461 4.25199 5.50406
H: -1.39119 3.06507 3.37086
H: -0.50346 1.06537 4.21926
H: -1.44065 1.29700 5.68853
H: 0.83932 1.80983 6.10175
H: -0.02217 3.33470 6.21488
H: 0.39104 4.96552 4.78270
H: 0.29209 4.27557 3.14312
H: 1.84598 4.81477 3.78204
C: 8.26715 -1.48445 -2.07655
O: 8.18933 -0.90618 -0.78903
C: 8.87344 0.33437 -0.65319
C: 7.89945 1.47456 -0.45904
N: 7.13779 1.73107 -1.67439
C: 6.02171 2.65554 -1.51595
C: 4.89317 2.26830 -0.56879
O: 4.11333 1.16089 -1.00609
C: 4.64330 -0.11713 -0.69318
H: 7.86653 -2.49398 -2.00273
H: 7.67964 -0.93052 -2.81838
H: 9.30185 -1.54386 -2.42462
H: 9.51921 0.51747 -1.51617
H: 9.50713 0.26305 0.23423
H: 8.45667 2.37707 -0.19292
H: 7.25864 1.21364 0.39519
H: 6.78744 0.85268 -2.03297
H: 5.58490 2.81106 -2.50555
H: 6.41897 3.62162 -1.19053
H: 4.20273 3.11437 -0.52504
H: 5.24232 2.09567 0.45505
H: 5.19725 -0.10737 0.24751
H: 5.28840 -0.50003 -1.48778
H: 3.80060 -0.80681 -0.59451

=====

Here is a cluster of 3 separate species, C30H60ClF3N5O5Si in total at a distorted geometry from the Open Molecules 2025 dataset. Energies are from ωB97M-V/def2-TZVPD.

As for the HOMO energy (spin up / spin down): -10.2 / -10.8 eV. The calculation puts the strongest force on any atom at 9.5 eV Å⁻¹. Its gap between HOMO and LUMO (spin up / spin down) is 0.1879 / 0.2095 hartree. The spin multiplicity is 3. Its total charge is +1.

CARTESIAN COORDINATES (ANGSTROEM)
C: -5.56055 -1.93758 2.37141
C: -4.59622 -0.92347 1.45684
O: -5.03020 0.27361 1.02423
O: -3.20848 -1.43286 1.20696
C: -3.41601 -2.50710 0.17918
C: -2.09205 -2.46726 -0.78449
N: -1.80913 -3.73901 -1.55022
Cl: -1.34324 -3.37904 -3.21045
C: -3.02557 -4.62412 -1.70364
N: -4.15669 -4.13200 -2.58491
C: -5.50871 -4.23061 -1.91382
C: -6.38005 -5.57948 -2.36741
O: -7.14303 -5.36383 -3.61895
C: -8.46971 -4.78411 -3.35570
C: -8.71335 -3.63925 -4.54254
F: -7.53632 -3.70542 -5.47678
F: -8.78739 -2.31702 -3.87931
F: -9.95501 -3.86235 -5.32258
N: -3.06600 -5.85609 -1.09744
Si: -1.80234 -6.58126 -0.04246
C: -2.05654 -8.52504 -0.17062
C: -2.12143 -6.17611 1.85316
C: 0.01285 -6.25366 -0.59386
H: -4.93283 -2.88488 2.72893
H: -5.91647 -1.27541 3.28639
H: -6.43625 -2.33629 1.70560
H: -4.34495 -2.16367 -0.44496
H: -3.56440 -3.49473 0.78871
H: -2.07630 -1.52600 -1.51483
H: -1.15874 -2.30218 -0.05871
H: -4.25402 -4.71591 -3.46410
H: -5.43072 -4.22636 -0.72725
H: -6.22332 -3.31122 -2.17471
H: -7.10134 -5.87080 -1.47132
H: -5.68601 -6.51140 -2.56191
H: -9.33932 -5.59094 -3.45278
H: -8.58553 -4.31792 -2.27277
H: -3.94024 -6.44259 -1.25552
H: -1.92623 -8.75931 -1.33220
H: -3.14458 -8.85338 0.10853
H: -1.20919 -9.07884 0.42862
H: -1.90924 -5.05661 2.12085
H: -1.40117 -6.92503 2.43749
H: -3.21984 -6.53464 2.12758
H: 0.34756 -5.22910 -0.08077
H: 0.17529 -6.13582 -1.74746
H: 0.70877 -7.08018 -0.09782
C: 2.97092 2.33412 -3.38042
C: 2.36256 1.00500 -2.84640
C: 0.92411 0.83299 -3.40546
C: -0.09399 1.76460 -2.74840
C: -0.05088 1.64596 -1.22946
C: 1.37336 1.81697 -0.63558
N: 2.40262 0.98664 -1.34455
O: 2.22772 -0.34739 -0.93104
C: 1.78658 3.31116 -0.67942
C: 1.30301 1.50788 0.89690
C: 3.27718 -0.09568 -3.47707
H: 3.42842 2.20287 -4.36808
H: 2.22746 3.12345 -3.51256
H: 3.76223 2.70650 -2.72033
H: 0.58671 -0.20236 -3.26148
H: 0.91695 1.00590 -4.48927
H: 0.08189 2.80189 -3.05230
H: -1.09991 1.51251 -3.10469
H: -0.73249 2.38863 -0.79514
H: -0.45667 0.66449 -0.94978
H: 2.82743 3.44114 -0.35966
H: 1.16530 3.91262 -0.00366
H: 1.67226 3.76968 -1.66012
H: 0.90186 0.51061 1.10997
H: 0.64340 2.21766 1.41148
H: 2.29378 1.58581 1.36153
H: 4.31158 0.00588 -3.12618
H: 3.29238 -0.01111 -4.57431
H: 2.93572 -1.11052 -3.26227
C: 4.71094 4.05652 4.53895
C: 5.04042 4.46809 3.07474
C: 6.56828 4.70835 2.93619
C: 7.03637 6.00824 3.58991
C: 6.22151 7.19839 3.09732
C: 4.68783 6.99368 3.22506
N: 4.23047 5.67140 2.68295
O: 4.25275 5.75970 1.27834
C: 4.26051 7.12580 4.71005
C: 3.97520 8.20484 2.53641
C: 4.65801 3.20003 2.24315
H: 4.84007 2.97923 4.69636
H: 5.36224 4.53291 5.27522
H: 3.66995 4.28358 4.79459
H: 6.84919 4.73607 1.87466
H: 7.12381 3.86947 3.37467
H: 6.97589 5.93344 4.68079
H: 8.09547 6.17101 3.35715
H: 6.53002 8.09443 3.65116
H: 6.48705 7.38611 2.04831
H: 3.19846 6.88400 4.83692
H: 4.40183 8.15225 5.07175
H: 4.83552 6.49935 5.38975
H: 4.27228 8.33165 1.48925
H: 4.22556 9.14680 3.04008
H: 2.88433 8.09411 2.57274
H: 3.58720 2.97978 2.33428
H: 5.20717 2.31612 2.60154
H: 4.90440 3.29300 1.18331

=====

Here is a cluster of 7 separate species, C30H60INO9S7 in total at a distorted geometry from the Open Molecules 2025 dataset. Energies are from ωB97M-V/def2-TZVPD.

As for the HOMO energy: -8.0 eV. The calculation puts the strongest force on any atom at 2.6 eV Å⁻¹. Its gap between HOMO and LUMO is 0.2926 hartree. Its total charge is 0.

CARTESIAN COORDINATES (ANGSTROEM)
C: 1.71625 1.65074 0.54820
C: 1.24278 0.49348 0.13618
C: 1.62978 -0.15380 -1.20370
C: 0.75776 -1.39489 -1.39160
C: 0.82851 -2.45975 -0.61076
S: 1.96102 -2.57990 0.75893
C: -0.11318 -3.59976 -0.93374
O: 0.23016 -4.73567 -0.86024
C: -1.51125 -3.20921 -1.40763
C: -2.73671 -4.01109 -1.01516
C: -3.21144 -3.79613 0.43995
C: -4.37905 -4.81138 0.68407
I: -1.72451 -4.19571 1.94200
C: -1.55871 -2.15317 -2.21222
C: -2.81139 -1.57891 -2.86840
C: -3.94957 -1.20382 -1.87947
N: -4.36613 0.20971 -1.97255
C: -5.75573 0.28762 -1.46138
C: -6.21759 1.75748 -1.27454
C: -3.48859 1.01629 -1.13856
C: -3.31904 0.79672 0.37718
O: -2.88342 1.90429 -1.65280
C: -0.24166 -1.45084 -2.54912
O: 0.01400 -1.00662 -3.62032
H: 1.61804 1.93974 1.59802
H: 2.16500 2.38226 -0.12469
H: 0.50544 -0.01324 0.77242
H: 2.68303 -0.46661 -1.21952
H: 1.38025 0.55026 -2.01145
H: 2.36966 -3.87553 0.65952
H: -2.48191 -5.08090 -1.12248
H: -3.60647 -3.81706 -1.66405
H: -3.63676 -2.80840 0.64891
H: -5.28420 -4.51464 0.13269
H: -4.60530 -4.78450 1.75956
H: -4.04550 -5.82977 0.43494
H: -3.16198 -2.25009 -3.67042
H: -2.51616 -0.65539 -3.39569
H: -3.67284 -1.50540 -0.85507
H: -4.83419 -1.80779 -2.14802
H: -5.80936 -0.25027 -0.48942
H: -6.45324 -0.24576 -2.12566
H: -7.31693 1.77490 -1.26787
H: -5.83888 2.34126 -2.12483
H: -5.85013 2.16794 -0.32189
H: -2.48047 0.09705 0.53572
H: -3.17421 1.74905 0.89132
H: -4.20759 0.26170 0.75816
C: -1.64423 4.96666 -1.00300
S: 0.12450 5.18137 -1.26260
O: 0.78618 3.91261 -0.83913
C: 0.37082 6.38024 0.05473
H: -2.00346 4.21695 -1.70662
H: -1.83257 4.62598 0.01625
H: -2.15533 5.91253 -1.18709
H: 0.05484 5.95271 1.00748
H: -0.20207 7.28114 -0.16478
H: 1.43052 6.62488 0.09584
C: 1.34462 -0.46740 4.44062
S: 0.14830 -1.81280 4.41510
O: -1.20945 -1.19775 4.44895
C: 0.50524 -2.42408 6.06480
H: 1.26354 0.07861 3.50108
H: 1.12915 0.20491 5.27230
H: 2.35068 -0.87754 4.53507
H: 0.34176 -1.63074 6.79690
H: 1.54043 -2.77312 6.10362
H: -0.16590 -3.25660 6.27253
C: -2.51806 -8.54888 5.99707
S: -0.89434 -7.77815 5.88683
O: -1.05142 -6.35544 6.28709
C: -0.78727 -7.82374 4.09020
H: -2.80535 -8.58670 7.04655
H: -3.24735 -7.95825 5.44152
H: -2.46876 -9.56272 5.59830
H: -1.62666 -7.28074 3.65386
H: -0.79200 -8.86058 3.75155
H: 0.14644 -7.34962 3.79228
C: 4.24238 -5.88442 7.65650
S: 3.82952 -4.23308 7.07473
O: 2.91888 -4.39225 5.91031
C: 5.46284 -3.84573 6.42320
H: 3.34108 -6.33271 8.07141
H: 4.60116 -6.49156 6.82481
H: 5.00466 -5.81742 8.43333
H: 5.74491 -4.58247 5.67050
H: 6.18708 -3.84198 7.23842
H: 5.42170 -2.85719 5.96928
C: 2.30680 5.28231 -5.10565
S: 2.86812 5.94904 -3.53454
O: 1.98639 7.10592 -3.20159
C: 4.42453 6.62554 -4.14229
H: 1.32164 4.84290 -4.95165
H: 2.24155 6.07898 -5.84398
H: 2.99975 4.51107 -5.44256
H: 4.23721 7.34150 -4.93857
H: 5.05470 5.81449 -4.50853
H: 4.92012 7.12432 -3.30983
C: 3.08416 8.76771 -9.06486
S: 4.27583 7.56172 -8.46334
O: 3.85640 7.17519 -7.08636
C: 5.64959 8.71285 -8.29872
H: 2.12876 8.26319 -9.19855
H: 2.97153 9.57272 -8.33802
H: 3.42060 9.16587 -10.02249
H: 5.37541 9.52173 -7.62075
H: 5.90654 9.11268 -9.27994
H: 6.50118 8.16933 -7.89343